{"formula": "C5H8O", "method": "the ωB97M-V functional and the def2-TZVPD basis", "elements": ["H", "H", "C", "H", "H", "H", "H", "C", "H", "O", "C", "C", "H", "C"], "coordinates": [[0.8261, -0.1964, -3.2161], [2.1833, -0.2137, -2.0760], [0.4495, 0.7149, -1.3018], [0.1804, 1.2941, 0.5022], [0.5607, -0.5315, 2.3434], [-2.1650, 0.2479, 2.2890], [-1.6161, -1.4026, 2.0956], [-0.2638, 0.5267, -0.1538], [0.7661, 1.7500, -1.4731], [-0.1716, 0.0164, 2.6552], [-1.3224, -0.1990, 0.4112], [1.0861, -0.3276, -2.1593], [0.8134, -1.3268, -1.8060], [-1.3268, -0.3525, 1.8893]], "forces_ev_per_a": [[0.0526, -0.0682, 0.1010], [-0.4251, -0.0967, -0.0826], [0.3054, -0.1679, 0.0519], [-0.8115, 0.4457, 0.3936], [-0.0896, 0.1455, 0.1067], [0.2755, -0.1759, -0.2030], [0.1109, 0.2606, -0.0680], [-0.1472, -0.0359, 0.2790], [0.2191, -0.3733, 0.0782], [0.0113, -0.1863, -0.2292], [0.8308, 0.1672, 0.0082], [-0.1923, -0.0324, 0.0244], [0.0201, 0.1497, -0.2566], [-0.1599, -0.0321, -0.2036]], "lowdin_charge": [0.08, 0.09, -0.12, 0.13, 0.08, 0.12, 0.12, -0.21, 0.11, -0.10, 0.05, -0.09, 0.08, -0.33], "relative_energy_kj_mol": 476.9, "orbital_gap_ev": [7.3, 7.5], "homo_ev": [-7.89, -8.13]}

{"formula": "C16H32MoN4O", "method": "the ωB97M-V functional and the def2-TZVPD basis", "elements": ["H", "N", "C", "C", "H", "H", "C", "Mo", "H", "H", "C", "H", "C", "H", "C", "H", "H", "H", "O", "H", "H", "N", "H", "H", "C", "H", "H", "H", "C", "C", "H", "C", "H", "H", "H", "C", "N", "C", "H", "H", "H", "C", "H", "H", "C", "C", "N", "H", "H", "C", "H", "H", "H", "H"], "coordinates": [[-0.1793, -1.5563, 4.3469], [0.0309, -1.4885, 2.2156], [-0.8907, -0.7523, -3.3595], [-0.2625, 0.3680, -2.5406], [2.1978, 1.9776, 1.9833], [-2.0016, 1.6239, -2.4254], [-0.5995, -1.0175, 3.4976], [0.5408, 0.3139, 0.9507], [3.1066, -0.0847, 0.9751], [2.7753, 1.2522, -1.2928], [-0.0522, -1.0389, -4.6108], [0.0216, -0.1422, -5.2281], [1.2931, -2.2660, 2.4617], [1.8217, 3.7909, 0.3440], [1.0696, 0.2641, -2.1236], [1.6504, -0.6140, -2.3809], [1.1477, -2.9356, 3.3111], [0.5798, 0.7580, 3.8863], [1.3198, 1.9651, 1.5926], [-1.0565, 0.8061, 4.5400], [-1.3225, -3.1344, 2.2041], [-1.3695, -0.5376, 0.0201], [2.7848, 3.7525, -1.1354], [-0.8704, -1.6696, -2.7461], [2.4450, -1.3043, 2.5575], [-1.9934, 0.2658, -0.0273], [-0.3598, -2.9416, 0.7433], [-2.7147, -1.2924, -4.3705], [-2.0124, -1.6072, 0.8271], [1.0340, 2.5256, -1.2000], [-0.9080, 3.4456, -1.2442], [-2.3428, -0.4844, -3.7434], [1.2644, 4.6479, -1.0902], [-0.5782, 2.1390, 2.4828], [-0.5222, -1.8207, -5.2056], [1.7071, 1.3226, -1.4700], [-0.8576, 1.1591, 2.4343], [-0.3370, 2.5519, -1.4675], [1.4622, -2.8797, 1.5787], [-2.7062, -1.1545, 1.5350], [-1.8652, 1.1333, 2.3161], [-0.9605, 1.5073, -2.1522], [-1.6612, -1.2641, 3.4631], [3.4027, -1.8186, 2.4816], [1.7685, 3.7470, -0.7442], [-0.4550, 0.4748, 3.6930], [2.2590, -0.4057, 1.4255], [-2.5967, -2.2684, 0.1875], [-1.2552, -0.8203, -0.9452], [-0.9183, -2.3977, 1.5061], [0.9579, -1.3685, -4.3715], [2.4463, -0.7557, 3.5074], [-3.0065, -0.4114, -2.8770], [-2.4317, 0.4404, -4.3160]], "forces_ev_per_a": [[0.0300, -0.0041, -0.0315], [0.0801, 0.1187, -0.0119], [-0.0218, -0.0378, 0.0053], [0.0692, -0.1068, -0.0323], [0.1619, 0.0048, -0.0569], [-0.0076, -0.0046, -0.0091], [-0.1271, -0.0033, 0.0737], [0.3534, 0.4084, 0.3363], [0.1388, 0.3463, 0.3056], [-0.0013, 0.0608, 0.0414], [-0.0019, 0.0406, -0.0387], [-0.0144, -0.0047, -0.0046], [-0.0629, -0.2332, -0.0409], [-0.0102, 0.0164, -0.0234], [-0.0475, 0.0668, 0.0269], [-0.0059, -0.0137, 0.0066], [0.1168, 0.1164, 0.0861], [-0.0119, 0.0063, 0.0047], [-0.2604, -0.1014, 0.1842], [-0.0002, 0.0059, -0.0051], [0.0100, -0.0040, -0.0033], [-0.0567, 0.2738, 0.4922], [0.0032, -0.0002, 0.0046], [0.0409, -0.0095, -0.0448], [0.0098, 0.1099, -0.0033], [-0.0209, -0.0150, -0.2246], [0.0353, 0.0398, 0.0240], [-0.0059, -0.0187, 0.0211], [0.0356, -0.1152, 0.0046], [-0.0844, -0.0780, -0.0157], [0.0397, 0.0331, -0.0115], [0.0053, 0.0209, 0.0222], [0.0037, -0.0018, -0.0099], [-0.0631, -0.0200, 0.0173], [0.0027, -0.0089, 0.0110], [-0.0483, -0.1683, 0.0024], [-0.0869, 0.1267, 0.0976], [0.0099, -0.0892, -0.1432], [-0.0189, -0.0217, 0.0141], [0.0417, 0.0208, 0.0300], [-0.1380, -0.0883, 0.0212], [0.0432, 0.1322, -0.0795], [0.0122, -0.0454, 0.0045], [-0.0444, -0.0912, 0.0478], [-0.0345, 0.0052, 0.0837], [0.0807, 0.0752, -0.0224], [-0.0731, -0.6786, -0.7779], [-0.0561, 0.0144, 0.0392], [0.0937, -0.1504, -0.1774], [-0.1332, 0.0272, -0.1904], [0.0031, 0.0180, 0.0083], [0.0251, 0.0176, -0.0357], [-0.0007, 0.0243, -0.0026], [-0.0079, -0.0165, -0.0197]], "lowdin_charge": [0.14, -0.25, -0.39, -0.25, 0.05, 0.12, -0.13, 1.72, 0.08, 0.12, -0.04, 0.10, -0.16, 0.07, -0.06, 0.12, 0.14, 0.12, -0.38, 0.14, 0.15, -0.04, 0.10, 0.13, -0.22, 0.10, 0.13, 0.09, -0.17, -0.30, 0.13, -0.07, 0.10, 0.11, 0.09, -0.10, -0.07, -0.02, 0.12, 0.12, 0.12, -0.05, 0.13, 0.14, -0.02, -0.18, -0.20, 0.14, 0.06, -0.16, 0.08, 0.12, 0.08, 0.10], "s_squared": 2.01, "spin_multiplicity": 3, "orbital_gap_ev": [7.5, 7.8], "homo_ev": [-14.85, -15.10], "charge": 2}

{"formula": "C29H33NO5", "method": "the ωB97M-V functional and the def2-TZVPD basis", "elements": ["C", "C", "O", "C", "H", "H", "H", "H", "H", "H", "C", "H", "H", "H", "C", "H", "C", "O", "C", "C", "H", "C", "C", "H", "H", "C", "C", "H", "C", "H", "C", "H", "O", "C", "C", "N", "H", "C", "C", "H", "C", "H", "C", "O", "H", "C", "H", "C", "C", "H", "O", "H", "C", "C", "C", "H", "C", "H", "H", "H", "H", "H", "C", "H", "H", "H", "H", "C"], "coordinates": [[2.3090, 0.4809, -1.6483], [4.0745, 3.2665, -3.4659], [-3.3326, 2.5317, 0.5090], [-2.2734, -4.0356, 3.2603], [-1.9161, -4.6397, 2.4200], [1.3576, 2.3530, 2.5480], [1.1924, 1.9853, 0.8006], [1.1888, 4.8377, -2.6870], [-1.6149, -4.1858, 4.1213], [0.1655, -3.6478, 2.6939], [-1.3800, -0.6353, 2.3170], [3.9774, -2.6746, 0.9443], [-4.2384, -1.8576, 1.1987], [5.0123, 3.4343, -3.9759], [2.6105, 1.8059, -2.2334], [3.9375, 0.9469, 1.1204], [3.8166, 2.0365, -2.8886], [-1.3492, 2.6598, -0.4847], [-0.2321, 0.1431, 2.1323], [3.1325, 4.2793, -3.3921], [5.0767, 0.2115, -0.0031], [0.9470, -1.5014, -1.7383], [-2.7349, -0.0033, 2.1217], [-3.8063, -1.1008, -3.0018], [-2.2375, 0.7691, -2.3851], [4.1347, 0.7547, 0.0653], [1.2623, -0.2423, -2.2093], [1.8979, 0.1582, 1.9508], [-3.5850, -1.4787, 0.4103], [-3.2842, -4.3470, 3.5204], [1.9288, 4.0537, -2.7463], [3.3367, 5.2405, -3.8408], [2.3080, -2.4994, 2.0279], [-2.3633, 0.4863, -0.2601], [-4.2817, -1.5742, -0.9404], [-3.2508, -0.0986, 0.7430], [-3.8646, 0.9910, -1.7300], [-2.9648, 0.3719, -1.6754], [2.6604, -1.2898, -0.0580], [-2.4382, -1.6830, -2.0426], [1.6621, 2.8223, -2.1738], [-5.1908, -0.9701, -0.9294], [-2.2529, 1.9946, -0.0610], [-2.3733, -2.6760, 2.9161], [-2.6634, 1.0500, 2.3980], [1.6496, -2.0217, -0.6698], [0.7211, 2.6554, -1.6703], [0.0231, -2.5911, 2.5442], [3.0231, -0.0384, -0.5631], [4.2502, 1.7144, -0.4298], [-0.4367, 1.4792, 1.9810], [3.8231, -1.1132, 1.7675], [1.0235, -0.4466, 2.1030], [3.2763, -1.8716, 1.1967], [-3.3364, -1.0626, -2.0176], [0.2425, 3.2973, 1.5221], [1.1383, -1.8238, 2.2268], [0.1552, -2.0743, -2.1983], [-3.9368, 1.8061, 0.7619], [-1.3587, 0.0331, -0.2613], [-2.6825, -2.1090, 0.3831], [4.5464, 1.2415, -2.9543], [-1.2294, -1.9961, 2.6064], [-3.4691, -0.4918, 2.7649], [0.7116, 0.1894, -3.0321], [1.4019, -2.9988, -0.2818], [-4.5615, -2.6118, -1.1284], [0.6648, 2.3106, 1.7011]], "forces_ev_per_a": [[-0.1386, -0.1371, -0.0348], [0.1085, 0.0125, -0.0379], [-0.1551, 0.5022, 0.1448], [-0.0039, -0.2639, 0.0472], [0.0067, 0.0263, 0.0340], [-0.0300, -0.0455, -0.0279], [-0.0011, -0.0151, -0.0038], [-0.0677, 0.0801, 0.0048], [-0.0153, 0.0078, -0.0452], [-0.0110, -0.1509, -0.0083], [-0.2114, 0.1592, 0.0056], [-0.0469, 0.1536, 0.0839], [0.1110, -0.0252, -0.0098], [0.0623, 0.0156, -0.0424], [0.0364, 0.1442, -0.0977], [0.0187, 0.0123, 0.1206], [-0.0712, 0.0098, -0.0030], [0.0680, 0.2221, -0.0934], [-0.1607, -0.3312, 0.2070], [-0.0067, 0.0969, -0.0303], [0.1151, 0.0485, 0.0566], [-0.0429, -0.0781, 0.0206], [0.1447, -0.0239, 0.2913], [0.0622, -0.0370, -0.0399], [-0.0041, 0.0762, 0.0421], [-0.0413, -0.0060, -0.0016], [0.0071, 0.0002, 0.0467], [0.1322, 0.0863, -0.0775], [-0.4624, -0.1053, -0.1638], [0.0874, -0.0310, -0.0053], [-0.0127, 0.1131, -0.0510], [0.0099, 0.0725, -0.0305], [-0.2792, -0.0590, 0.1894], [-0.0525, 0.2842, -0.1669], [0.3087, -0.1284, 0.0409], [-0.0205, 0.0493, -0.1552], [0.0134, 0.0483, -0.0104], [0.1449, -0.2896, -0.0569], [0.0058, -0.1352, -0.1782], [0.0596, -0.0721, -0.0459], [0.0712, -0.0675, 0.0304], [-0.0747, -0.0088, 0.0150], [-0.0165, -0.5250, -0.0059], [0.1947, 0.4231, -0.1085], [-0.1202, -0.1183, 0.0237], [0.1356, -0.0239, -0.0477], [-0.1315, -0.0561, 0.0693], [0.1524, -0.2937, 0.0160], [-0.0062, -0.0973, -0.0211], [0.0782, -0.0079, 0.0802], [-0.1860, -0.5190, 0.1530], [-0.0540, -0.0739, -0.0729], [0.2999, 0.1424, 0.0776], [0.2968, 0.1474, -0.1619], [-0.2455, 0.1940, 0.0639], [0.0859, -0.0459, -0.0098], [-0.4196, 0.1365, 0.1826], [-0.0755, -0.0537, -0.0458], [0.1609, -0.1255, -0.1059], [-0.0833, 0.1454, 0.0492], [-0.0168, -0.0118, 0.0604], [0.0661, -0.0694, 0.0069], [0.1362, 0.2996, -0.0515], [0.0222, 0.1176, -0.0216], [-0.0380, 0.0400, -0.0974], [-0.0655, -0.0792, 0.0636], [-0.0504, -0.0245, 0.0204], [0.2162, 0.2687, -0.0802]], "lowdin_charge": [-0.15, -0.08, 0.13, -0.08, 0.10, 0.10, 0.09, 0.11, 0.10, 0.12, -0.06, 0.14, 0.12, 0.10, -0.21, 0.08, -0.04, 0.10, -0.20, -0.09, 0.09, -0.06, -0.09, 0.11, 0.12, -0.02, -0.02, 0.10, -0.18, 0.09, -0.07, 0.10, -0.03, -0.22, -0.17, -0.11, 0.13, -0.12, -0.17, 0.10, -0.02, 0.12, -0.51, -0.10, 0.12, -0.03, 0.09, 0.06, -0.17, 0.07, -0.08, 0.12, 0.06, -0.12, -0.19, 0.10, -0.27, 0.10, 0.11, 0.16, 0.13, 0.12, -0.22, 0.13, 0.12, 0.12, 0.11, -0.06], "relative_energy_kj_mol": 0.0, "smiles": "COc1cc(OCc2cccc(-c3ccccc3)c2C)cc(OC)c1CN1CCCC[C@H]1C(=O)O", "orbital_gap_ev": 8.9, "homo_ev": -8.16}

{"formula": "C20H15Br2MgN6O", "method": "the ωB97M-V functional and the def2-TZVPD basis", "elements": ["C", "H", "H", "N", "N", "H", "N", "Br", "C", "H", "H", "N", "H", "N", "C", "C", "C", "C", "H", "C", "C", "C", "Br", "C", "H", "C", "C", "O", "Mg", "H", "H", "C", "N", "H", "H", "H", "C", "C", "C", "C", "H", "C", "C", "H", "C"], "coordinates": [[-1.8677, 3.7238, -1.8283], [-0.0328, -3.8055, 3.9008], [-1.7939, 5.0395, 0.5593], [-0.6098, -1.1122, 0.4245], [-0.5992, 1.9501, 1.1008], [-0.9248, 2.4756, -4.8385], [-1.0376, -2.1287, 1.1632], [-2.9169, 4.6749, -4.3180], [-2.2817, -2.6992, 0.9994], [-2.3456, -4.6315, 3.7584], [1.5485, -2.6057, 3.0554], [1.0953, -2.1057, 2.2877], [-2.5280, 4.4528, -1.3875], [-0.2765, 1.9627, -1.5745], [3.3932, -1.6925, 1.9569], [-0.9864, 2.6086, -3.7669], [-0.6010, 1.9570, 2.4330], [-1.9615, -3.9491, 3.0098], [4.9653, 0.8988, 0.4877], [-0.2356, 1.8276, -2.9009], [4.1715, 0.2428, 0.8107], [-1.0443, 3.0288, 3.1768], [-2.0627, 5.6871, 3.4603], [2.8476, 0.5366, 0.5354], [-1.0545, 2.9921, 4.2538], [-2.7721, -3.5732, 1.9143], [-0.6773, -3.4696, 3.1006], [-1.2957, -0.7359, -0.5341], [0.1884, 0.6267, -0.1259], [2.5859, 1.4382, -0.0086], [-2.8143, -2.3710, 0.1156], [-0.1790, -2.5367, 2.1672], [1.8116, -0.2153, 0.9279], [5.4740, -1.2069, 1.7318], [-3.7692, -3.9725, 1.8019], [-0.2271, 1.0622, 2.9149], [-1.0641, 2.9106, -1.0377], [-1.4782, 4.1634, 1.1026], [-1.0522, 3.0223, 0.4341], [-1.4795, 4.1721, 2.4991], [0.4314, 1.0655, -3.2889], [4.4537, -0.9198, 1.5204], [2.0742, -1.3087, 1.6610], [3.5884, -2.5941, 2.5174], [-1.8316, 3.5718, -3.2167]], "forces_ev_per_a": [[0.2379, -0.2173, -0.0221], [0.0872, 0.0709, 0.0315], [-0.0271, 0.0625, -0.0274], [-1.8227, -0.6404, -1.1055], [-0.1735, 0.1400, 0.1613], [0.0521, -0.0562, 0.0484], [0.2765, -0.1912, 0.1376], [0.5658, -0.5910, 0.5455], [-1.3848, -0.5601, -0.1049], [0.0654, -0.0183, 0.0031], [-0.2617, 0.1513, -0.1690], [-0.8141, -0.7578, 0.5589], [-0.0336, 0.0562, 0.0335], [0.2275, -0.1351, 0.0730], [-0.4716, 0.1214, -0.1223], [-0.0141, 0.0661, 0.1739], [-0.0996, 0.3008, 0.4658], [0.7729, 0.1927, 0.1255], [-0.0128, 0.0740, -0.0928], [-0.1485, 0.1628, -0.6763], [-0.0369, -0.0511, 0.0294], [-0.0780, 0.1384, -0.0870], [0.2368, -0.5893, -0.4215], [0.6569, 0.0325, 0.1037], [0.0541, -0.0146, 0.1005], [0.0956, 0.5617, -0.7586], [-0.4683, -0.1890, 0.0566], [0.4237, -1.3092, 1.4474], [1.2967, 0.9119, -0.4209], [0.1614, 0.1079, -0.1076], [-0.0266, 0.0190, 0.1356], [0.9448, 0.0658, 0.4294], [-0.0159, -0.2732, 0.2205], [0.0195, -0.0356, 0.0464], [-0.0313, -0.0046, -0.1197], [0.0253, 0.0141, 0.1147], [-0.5138, 0.6519, -0.6357], [0.0268, -0.1438, 0.1118], [-0.3015, 0.6861, 0.5066], [-0.0968, 0.1538, 0.1263], [-0.0674, 0.0440, -0.0597], [-0.3091, 0.2660, -0.1920], [1.2677, 0.5167, -0.5167], [-0.0308, -0.1120, 0.1168], [-0.2539, 0.3213, -0.2641]], "lowdin_charge": [-0.01, 0.15, 0.12, -0.01, 0.01, 0.13, 0.04, 0.89, 0.05, 0.15, 0.17, 0.19, 0.12, 0.01, 0.05, -0.04, -0.09, 0.07, 0.14, -0.07, 0.03, -0.05, 0.91, -0.08, 0.12, 0.04, 0.06, 0.09, 0.72, 0.13, 0.16, -0.11, 0.03, 0.15, 0.15, 0.12, -0.19, 0.00, -0.18, -0.62, 0.13, 0.03, -0.23, 0.14, -0.61], "orbital_gap_ev": 4.9, "homo_ev": -17.28, "charge": 3}